Formula: C33H32BNO9PS3Tc
Source: OMol25
Level of theory: the ωB97M-V functional and the def2-TZVPD basis

Its charge is -1. The calculation puts the energy above the lowest of the compared OMol25 structures with the same formula, charge and spin at 0.00 kJ/mol. The multiplicity is 4. Its HOMO energy (alpha / beta) is -0.07260 / -0.17097 Ha. The frontier orbital gap (alpha / beta) is 4.4 / 6.9 eV.

Atoms and positions in Å:
Tc (-0.25, 0.15, -0.53)
S (-2.88, 0.86, -4.09)
C (-2.42, 2.43, -3.53)
C (-1.63, 2.36, -2.42)
C (-1.36, 1.03, -1.99)
C (-1.98, 0.10, -2.81)
C (-1.81, -1.29, -2.60)
C (-2.33, -2.34, -3.37)
C (-2.05, -3.64, -3.07)
C (-1.21, -3.90, -1.95)
C (-0.74, -2.85, -1.21)
N (-1.04, -1.56, -1.48)
H (-2.78, 3.31, -4.04)
H (-1.26, 3.24, -1.92)
H (-2.96, -2.09, -4.22)
H (-2.45, -4.45, -3.66)
H (-0.95, -4.90, -1.67)
H (-0.10, -3.00, -0.35)
O (-2.17, 2.62, 1.35)
S (-1.09, 1.79, 1.78)
O (-0.67, 1.83, 3.13)
O (0.06, 1.79, 0.81)
O (-1.62, 0.24, 1.45)
O (2.62, -2.39, 1.95)
S (2.22, -1.10, 1.44)
O (2.21, 0.00, 2.37)
O (0.93, -1.23, 0.71)
C (3.47, -0.68, 0.23)
C (4.76, -0.90, 0.70)
C (5.86, -0.55, -0.06)
C (5.68, 0.03, -1.31)
C (4.39, 0.23, -1.78)
C (3.27, -0.11, -1.03)
P (1.64, 0.14, -1.85)
C (1.91, 1.74, -2.68)
C (1.77, 2.87, -1.87)
C (1.98, 4.13, -2.39)
C (2.31, 4.29, -3.73)
C (2.44, 3.17, -4.54)
C (2.25, 1.90, -4.01)
C (1.68, -1.13, -3.15)
C (0.80, -1.00, -4.23)
C (0.72, -2.00, -5.18)
C (1.49, -3.15, -5.06)
C (2.35, -3.29, -3.97)
C (2.44, -2.28, -3.02)
H (4.89, -1.35, 1.67)
H (6.86, -0.72, 0.32)
H (6.52, 0.31, -1.92)
H (4.26, 0.67, -2.76)
H (1.48, 2.76, -0.83)
H (1.87, 5.00, -1.75)
H (2.45, 5.27, -4.15)
H (2.69, 3.28, -5.59)
H (2.36, 1.03, -4.65)
H (0.18, -0.12, -4.33)
H (0.03, -1.90, -6.01)
H (1.42, -3.94, -5.80)
H (2.95, -4.18, -3.86)
H (3.11, -2.41, -2.18)
C (-1.60, -4.32, 2.53)
C (-2.21, -2.97, 2.85)
C (-3.72, -3.07, 2.94)
O (-1.93, -2.07, 1.74)
B (-1.68, -0.85, 2.29)
O (-1.57, -0.84, 3.65)
C (-1.56, -2.23, 4.07)
C (-0.10, -2.61, 4.30)
C (-2.34, -2.32, 5.36)
H (-2.11, -4.75, 1.66)
H (-1.70, -5.00, 3.37)
H (-0.54, -4.21, 2.28)
H (-4.10, -3.40, 1.97)
H (-4.17, -2.11, 3.17)
H (-4.03, -3.79, 3.70)
H (0.49, -2.50, 3.39)
H (-0.02, -3.64, 4.65)
H (0.32, -1.94, 5.05)
H (-3.36, -1.96, 5.25)
H (-1.84, -1.72, 6.12)
H (-2.37, -3.36, 5.72)

***

Formula: C33H32Cl2FNOPPdS
Source: OMol25
Level of theory: the ωB97M-V functional and the def2-TZVPD basis

The multiplicity is 2. Its HOMO energy (alpha / beta) is -0.22424 / -0.22261 Ha. The frontier orbital gap (alpha / beta) is 6.0 / 5.6 eV.

Atoms and positions in Å:
Pd (-0.10, 0.27, 0.67)
C (-3.53, -3.27, -0.75)
C (-2.12, -2.70, -0.78)
C (-1.23, -3.47, -1.75)
C (-1.56, -2.67, 0.66)
C (-1.33, -4.06, 1.28)
O (-0.04, -4.01, 1.83)
C (0.53, -2.82, 1.48)
N (-0.25, -2.03, 0.78)
C (1.87, -2.63, 1.94)
C (2.40, -3.60, 2.81)
C (3.67, -3.51, 3.33)
C (4.49, -2.43, 2.98)
C (4.00, -1.47, 2.13)
C (2.70, -1.52, 1.61)
P (2.17, -0.23, 0.48)
C (2.90, -0.71, -1.13)
C (4.26, -0.99, -1.22)
C (4.81, -1.40, -2.42)
C (3.99, -1.54, -3.53)
C (2.64, -1.28, -3.45)
C (2.08, -0.87, -2.25)
C (3.16, 1.21, 0.97)
C (3.10, 1.58, 2.32)
C (3.77, 2.71, 2.75)
C (4.50, 3.47, 1.85)
C (4.54, 3.12, 0.51)
C (3.87, 1.99, 0.07)
H (-3.98, -3.21, -1.73)
H (-4.15, -2.71, -0.05)
H (-3.53, -4.31, -0.44)
H (-2.17, -1.67, -1.12)
H (-1.25, -4.54, -1.55)
H (-0.20, -3.13, -1.69)
H (-1.59, -3.33, -2.77)
H (-2.28, -2.09, 1.26)
H (-1.36, -4.85, 0.52)
H (-2.04, -4.29, 2.07)
H (1.77, -4.44, 3.07)
H (4.03, -4.26, 4.01)
H (5.48, -2.34, 3.39)
H (4.63, -0.62, 1.88)
H (4.89, -0.88, -0.34)
H (5.86, -1.61, -2.48)
H (4.42, -1.85, -4.47)
H (2.00, -1.40, -4.31)
H (1.02, -0.67, -2.16)
H (2.53, 0.97, 3.00)
H (3.72, 2.99, 3.79)
H (5.02, 4.35, 2.19)
H (5.09, 3.73, -0.19)
H (3.90, 1.71, -0.97)
Cl (0.74, 2.31, -0.89)
C (0.60, 4.00, -1.46)
Cl (-1.05, 4.34, -2.01)
H (1.28, 4.15, -2.30)
H (0.83, 4.66, -0.63)
F (-7.56, 0.35, -1.54)
C (-6.23, 0.41, -1.32)
C (-5.76, 0.88, -0.10)
C (-4.41, 0.93, 0.13)
C (-3.48, 0.57, -0.88)
C (-2.11, 0.69, -0.67)
C (-4.00, 0.10, -2.11)
C (-5.35, 0.01, -2.33)
H (-6.47, 1.18, 0.66)
H (-4.03, 1.29, 1.08)
H (-1.43, 0.63, -1.53)
H (-1.75, 1.07, 0.31)
H (-3.32, -0.21, -2.89)
H (-5.75, -0.37, -3.25)
S (-0.62, 1.06, 3.86)
C (-0.19, 1.47, 2.42)

***

Number 1: E_tot -99334.552 eV. Number 2: E_tot -89640.760 eV.